No. 1
Entry from the Open Molecules 2025 dataset: 2 unconnected molecules or ions with the total composition C4H3N2O3S (wB97M-V/def2-TZVPD).

## Properties
- gap between HOMO and LUMO (alpha / beta) (eV) = 7.464 / 7.468
- E_HOMO (alpha / beta) (eV) = -4.94 / -4.94
- energy above the lowest of the compared OMol25 structures with the same formula, charge and spin (eV) = 2.4998
- strongest force on any atom (eV/A) = 4.50
- LUMO energy (alpha / beta) (hartree) = 0.0928 / 0.0929

Structure (ORCA input):
```
! RIJCOSX wB97M-V def2-TZVPD def2/J DEFGRID3
* xyz -1 1
C -1.0161 1.2381 -0.7655
C -1.5869 -0.8603 0.0722
C 0.1019 0.6489 1.4042
C -0.7495 0.2379 0.1907
N -1.0665 2.0607 -1.5684
N -2.3883 -1.7304 0.0544
O 2.2492 0.2439 -0.8117
O 1.4973 -1.8690 0.0061
O 1.0342 -1.1773 -2.4125
S 1.2803 -0.8587 -1.0043
H -0.3122 1.6083 1.8990
H 1.0478 0.7025 0.8993
H -0.0912 -0.2447 2.0363
*
```

These are the Mulliken partial charges, in e, on atoms 1 to 6: C 0.352; C 0.459; C -0.759; C -0.189; N -0.571; N -0.616

No. 2
Entry from the Open Molecules 2025 dataset: a molecular structure, C4H3NO6S (wB97M-V/def2-TZVPD).

## Properties
- gap between HOMO and LUMO (eV) = 6.907
- E_HOMO (eV) = -1.30
- energy above the lowest of the compared OMol25 structures with the same formula, charge and spin (eV) = 2.2953
- strongest force on any atom (eV/A) = 4.74
- LUMO energy (hartree) = 0.2060

Structure (ORCA input):
```
! RIJCOSX wB97M-V def2-TZVPD def2/J DEFGRID3
* xyz -2 1
C -0.4362 0.0039 -1.4588
C -1.1877 -1.3009 0.6072
C 1.3590 -0.4570 0.3551
C -0.1618 -0.2596 0.0252
N -0.7889 1.5579 0.9592
O 0.3478 0.8182 -2.0907
O -2.1691 -0.8677 1.2273
O -1.6685 2.1867 0.4717
O -1.2376 -0.7845 -2.0187
O -0.9226 -2.4872 0.3718
O -0.1150 1.7988 1.9611
S 2.5170 0.7568 -0.3996
H 1.5995 -1.4045 0.0558
H 1.4551 -0.3484 1.4459
H 1.4090 0.7875 -1.5125
*
```

These are the Mulliken partial charges, in e, on atoms 1 to 6: C 0.500; C 0.369; C -0.799; C 0.599; N 0.725; O -0.600

No. 3
Entry from the Open Molecules 2025 dataset: a single C5H14N2O molecule (wB97M-V/def2-TZVPD).

## Properties
- gap between HOMO and LUMO (eV) = 9.695
- E_HOMO (eV) = -8.74
- energy above the lowest of the compared OMol25 structures with the same formula, charge and spin (eV) = 1.9639
- strongest force on any atom (eV/A) = 1.73
- SMILES = C[C@H](O)CNCCN
- LUMO energy (hartree) = 0.0351

Structure (ORCA input):
```
! RIJCOSX wB97M-V def2-TZVPD def2/J DEFGRID3
* xyz 0 1
C -2.2727 0.8293 1.7401
C -1.7560 0.7609 0.3120
O -2.5260 -0.2614 -0.3583
C -0.3179 0.2664 0.2741
N 0.0953 0.1245 -1.1122
C 1.5190 -0.0435 -1.3192
C 2.2565 -1.1158 -0.4811
N 3.0167 -0.4881 0.6202
H -2.1132 -0.1480 2.2072
H -3.3212 1.1220 1.8162
H -1.5973 1.4287 2.3725
H -1.8812 1.7209 -0.1918
H -2.9538 0.1479 -1.1237
H -0.3657 -0.6577 0.8079
H 0.3745 0.9826 0.6972
H -0.3987 -0.6257 -1.5758
H 1.7789 -0.2439 -2.3613
H 2.0108 0.9204 -1.1352
H 2.9937 -1.6173 -1.1034
H 1.4909 -1.8020 -0.0904
H 2.4455 0.2075 1.0710
H 3.3284 -1.2173 1.2542
*
```

These are the Mulliken partial charges, in e, on atoms 1 to 6: C -1.426; C 0.245; O -0.588; C -0.730; N -0.307; C -0.982